ORCA calculation (the ωB97M-V functional and the def2-TZVPD basis) on the molecule C6H8N2 at a distorted geometry.

Computed properties:
- energy (Eh) = -342.79697
- structure (SMILES) = C#CC/C=N\N=C/C
- ΔE to the lowest compared entry with this formula, charge and spin (kJ/mol) = 359.6

Geometry as ORCA input:
```
! wB97M-V def2-TZVPD RIJCOSX def2/J DEFGRID3
* xyz 0 1
C -0.134 3.534 -2.021
C -0.098 2.442 -1.505
C -0.059 1.105 -0.925
C 1.173 0.604 -0.239
N 1.265 -0.668 0.066
N 0.232 -1.462 -0.437
C -0.444 -2.010 0.468
C -0.332 -1.930 1.954
H -0.184 4.467 -2.535
H -0.976 0.883 -0.354
H -0.330 0.368 -1.703
H 1.924 1.234 0.176
H -1.081 -2.853 0.186
H -0.339 -2.967 2.355
H -1.184 -1.297 2.239
H 0.569 -1.448 2.273
*
```

***

ORCA calculation (the ωB97M-V functional and the def2-TZVPD basis) on the molecule C6H8N2 at a distorted geometry.

Computed properties:
- energy (Eh) = -342.85220
- structure (SMILES) = CN1CC=C[C@H]1C#N
- ΔE to the lowest compared entry with this formula, charge and spin (kJ/mol) = 214.6

Geometry as ORCA input:
```
! wB97M-V def2-TZVPD RIJCOSX def2/J DEFGRID3
* xyz 0 1
C 0.561 -1.858 -0.011
N 0.234 -0.486 -0.266
C 1.237 0.474 -0.594
C 0.676 1.808 -0.153
C -0.525 1.619 0.459
C -0.831 0.113 0.608
C -2.174 -0.199 0.038
N -3.215 -0.436 -0.367
H 0.739 -2.182 1.088
H -0.456 -2.335 -0.098
H 1.230 -2.058 -0.825
H 1.376 0.398 -1.653
H 2.116 0.334 -0.122
H 1.054 2.794 -0.387
H -1.356 2.276 0.700
H -0.666 -0.264 1.584
*
```